{
  "formula": "C56H50AuN6PSi",
  "method": "ωB97M-V/def2-TZVPD",
  "charge": 2,
  "de_lowest_kj_mol": 0.0,
  "homo_lumo_gap_ev": 6.437,
  "lumo_ev": -6.057,
  "e_tot_ev": -88673.69587,
  "symbols": ["Au", "C", "N", "C", "N", "C", "C", "C", "C", "C", "C", "C", "C", "C", "C", "C", "C", "C", "C", "P", "C", "N", "C", "C", "N", "C", "C", "C", "C", "C", "C", "C", "C", "C", "C", "C", "C", "C", "C", "N", "C", "C", "N", "C", "C", "C", "C", "C", "C", "C", "C", "C", "C", "C", "C", "C", "H", "H", "H", "H", "H", "H", "H", "H", "H", "H", "H", "H", "H", "H", "H", "H", "H", "H", "H", "H", "H", "H", "H", "H", "H", "H", "H", "H", "H", "H", "H", "H", "H", "H", "H", "H", "H", "H", "H", "C", "Si", "C", "C", "C", "C", "C", "C", "C", "H", "H", "H", "H", "H", "H", "H", "H", "H", "H", "H"],
  "xyz": [[-1.0353, 0.2725, 0.2093], [3.7740, 1.6360, -2.1726], [2.3873, 1.7867, -1.7381], [1.6163, 0.8600, -1.1254], [0.3937, 1.3636, -0.9432], [0.3869, 2.6352, -1.4459], [1.6323, 2.9154, -1.9448], [2.1256, 4.1361, -2.6056], [3.2247, 4.8250, -2.0985], [3.6633, 5.9862, -2.7151], [3.0041, 6.4669, -3.8377], [1.9040, 5.7871, -4.3426], [1.4650, 4.6250, -3.7296], [-0.7789, 3.5319, -1.4693], [-0.6854, 4.7920, -0.8801], [-1.7281, 5.6969, -0.9973], [-2.8736, 5.3513, -1.7065], [-2.9710, 4.0990, -2.2951], [-1.9268, 3.1898, -2.1776], [2.3124, -0.7532, -0.6360], [1.0460, -1.8632, -1.2787], [-0.2639, -1.6890, -1.2353], [-0.8140, -2.7016, -1.9682], [0.1831, -3.5324, -2.4262], [1.3600, -2.9839, -1.9870], [2.6891, -3.4971, -2.2957], [0.0953, -4.7452, -3.2589], [-0.5517, -4.6874, -4.4908], [-0.6629, -5.8259, -5.2724], [-0.1280, -7.0282, -4.8305], [0.5147, -7.0926, -3.6022], [0.6245, -5.9556, -2.8172], [-2.2454, -2.7928, -2.2996], [-2.8802, -1.7358, -2.9470], [-4.2218, -1.8282, -3.2870], [-4.9403, -2.9788, -2.9844], [-4.3055, -4.0445, -2.3583], [-2.9627, -3.9536, -2.0248], [1.9576, -0.6661, 1.1319], [0.8822, -0.1455, 1.7013], [1.1461, -0.0575, 3.0401], [2.3888, -0.5909, 3.2931], [2.8925, -0.9661, 2.0737], [4.2215, -1.5252, 1.8574], [3.1342, -0.7056, 4.5591], [3.5709, -1.9434, 5.0238], [4.2529, -2.0348, 6.2272], [4.4992, -0.8914, 6.9740], [4.0620, 0.3448, 6.5171], [3.3829, 0.4391, 5.3133], [0.2851, 0.6745, 3.9847], [-0.0030, 0.1612, 5.2467], [-0.7748, 0.8906, 6.1382], [-1.2596, 2.1424, 5.7788], [-0.9548, 2.6685, 4.5305], [-0.1856, 1.9376, 3.6374], [3.9638, 0.6018, -2.4444], [3.9309, 2.2728, -3.0381], [4.4590, 1.9335, -1.3809], [3.7276, 4.4642, -1.2094], [4.5152, 6.5190, -2.3160], [3.3472, 7.3728, -4.3180], [1.3901, 6.1605, -5.2175], [0.6097, 4.0900, -4.1228], [0.2194, 5.0679, -0.3528], [-1.6446, 6.6765, -0.5473], [-3.6812, 6.0625, -1.8102], [-3.8498, 3.8458, -2.8749], [-1.9751, 2.2308, -2.6800], [2.6457, -4.0253, -3.2441], [3.3909, -2.6712, -2.3766], [3.0305, -4.1843, -1.5232], [-0.9658, -3.7474, -4.8330], [-1.1639, -5.7739, -6.2290], [-0.2134, -7.9157, -5.4421], [0.9248, -8.0299, -3.2526], [1.1070, -6.0131, -1.8489], [-2.3108, -0.8469, -3.1900], [-4.7101, -1.0122, -3.8058], [-5.9849, -3.0517, -3.2534], [-4.8557, -4.9496, -2.1396], [-2.4600, -4.7917, -1.5557], [4.8846, -1.1554, 2.6347], [4.1964, -2.6127, 1.9020], [4.5959, -1.2138, 0.8856], [3.3612, -2.8405, 4.4538], [4.5868, -2.9990, 6.5852], [5.0307, -0.9641, 7.9129], [4.2529, 1.2368, 7.0976], [3.0396, 1.4010, 4.9542], [0.3808, -0.8113, 5.5292], [-0.9922, 0.4889, 7.1186], [-1.8527, 2.7148, 6.4784], [-1.3029, 3.6591, 4.2654], [0.0694, 2.3488, 2.6675], [-3.1760, 2.9236, 1.2992], [-3.2252, 1.3356, 0.3908], [-4.4122, 1.1029, -0.9887], [-2.9101, -0.2151, 1.3558], [-2.6136, -0.2204, 2.7507], [-2.5971, -1.4001, 3.4469], [-2.7780, -2.6157, 2.7742], [-3.0296, -2.6537, 1.4191], [-3.1369, -1.4600, 0.7132], [-4.1757, 3.3535, 1.3777], [-2.5499, 3.6278, 0.7489], [-2.7541, 2.8058, 2.2968], [-5.4143, 1.3132, -0.6039], [-4.3994, 0.0775, -1.3595], [-4.2240, 1.7863, -1.8144], [-2.4426, 0.7109, 3.2718], [-2.4308, -1.3939, 4.5141], [-2.7278, -3.5396, 3.3360], [-3.1741, -3.5913, 0.9028], [-3.4504, -1.4847, -0.3225]],
  "forces_ev_per_a": [[-0.25, 0.29, 0.10], [0.04, -0.05, 0.00], [-0.02, 0.09, -0.06], [0.08, 0.01, -0.06], [-0.07, -0.31, 0.14], [-0.08, 0.08, -0.03], [0.03, 0.06, -0.01], [-0.02, -0.05, 0.02], [0.01, 0.02, 0.01], [-0.01, -0.01, 0.00], [-0.01, -0.01, 0.00], [0.02, 0.02, 0.00], [-0.01, -0.02, 0.00], [0.06, 0.07, 0.02], [0.01, 0.00, -0.02], [-0.07, -0.03, -0.01], [0.04, -0.01, 0.05], [0.00, 0.02, 0.01], [-0.01, -0.01, 0.01], [0.02, 0.01, -0.05], [0.06, -0.18, 0.03], [0.03, 0.28, -0.06], [-0.01, -0.04, -0.04], [0.00, -0.06, -0.02], [-0.07, 0.02, -0.03], [0.04, -0.01, 0.01], [0.01, 0.05, 0.02], [0.00, 0.02, 0.01], [0.01, -0.02, 0.00], [0.00, 0.01, 0.00], [0.00, 0.01, -0.01], [0.00, -0.01, 0.01], [-0.03, -0.07, 0.09], [-0.01, 0.04, 0.11], [-0.09, -0.04, -0.01], [0.06, 0.00, 0.01], [-0.04, 0.05, -0.02], [0.00, -0.04, 0.03], [0.08, -0.18, 0.20], [0.01, 0.18, -0.29], [-0.11, 0.05, 0.04], [0.03, -0.02, 0.05], [0.01, 0.05, 0.04], [0.03, -0.03, -0.01], [-0.01, 0.04, -0.04], [-0.02, -0.02, 0.01], [0.01, 0.01, 0.01], [-0.01, 0.02, -0.01], [0.02, -0.04, 0.01], [0.00, -0.01, -0.01], [0.05, -0.12, 0.02], [-0.03, -0.01, -0.02], [-0.03, 0.03, -0.03], [0.02, -0.02, 0.01], [-0.04, 0.03, 0.01], [0.00, 0.03, -0.03], [-0.02, 0.02, 0.00], [0.01, 0.00, 0.00], [0.00, 0.00, 0.00], [0.01, -0.01, 0.01], [0.01, 0.01, 0.01], [0.00, 0.01, -0.01], [-0.01, 0.01, -0.02], [-0.01, 0.00, -0.01], [0.00, 0.00, 0.01], [0.00, 0.02, 0.01], [-0.01, 0.02, -0.01], [0.00, 0.00, 0.00], [0.00, -0.04, -0.02], [0.01, 0.00, 0.00], [-0.01, 0.00, 0.01], [0.00, -0.01, 0.00], [-0.01, 0.01, -0.01], [-0.01, 0.00, -0.02], [0.00, -0.01, -0.01], [0.01, -0.02, 0.00], [0.01, 0.00, 0.01], [0.02, 0.04, -0.02], [0.02, 0.00, 0.01], [-0.02, 0.00, -0.01], [-0.01, -0.01, 0.00], [-0.01, 0.01, 0.01], [0.00, 0.00, -0.01], [0.00, 0.00, 0.00], [-0.02, 0.00, 0.01], [0.00, -0.01, -0.01], [0.01, -0.01, 0.00], [0.00, 0.00, 0.01], [0.01, 0.01, 0.01], [0.00, 0.02, 0.00], [0.00, -0.01, 0.00], [-0.01, -0.02, 0.01], [-0.01, 0.01, 0.02], [0.01, 0.00, -0.01], [0.01, 0.02, -0.03], [0.03, 0.11, -0.01], [0.24, -0.12, -0.02], [-0.04, 0.00, -0.13], [0.22, -0.17, 0.02], [-0.13, 0.04, -0.13], [0.02, -0.20, 0.03], [0.07, 0.12, 0.29], [-0.13, 0.26, -0.43], [-0.10, -0.34, 0.22], [-0.03, 0.01, 0.01], [-0.01, 0.10, -0.04], [0.00, -0.03, 0.02], [-0.03, 0.01, 0.02], [-0.01, 0.09, -0.04], [-0.04, -0.04, 0.04], [0.04, 0.04, 0.00], [0.05, 0.00, 0.03], [-0.01, -0.02, 0.00], [-0.03, -0.05, 0.00], [0.19, -0.05, -0.05]]
}



{
  "formula": "C56H55GeIrN4P2S2Si2",
  "method": "ωB97M-V/def2-TZVPD",
  "de_lowest_kj_mol": 26.1,
  "homo_lumo_gap_ev": [6.221, 6.220],
  "lumo_ev": [-0.604, -0.603],
  "e_tot_ev": -180286.06186,
  "symbols": ["Ir", "C", "Si", "C", "C", "N", "P", "C", "P", "N", "Si", "C", "C", "C", "C", "C", "C", "C", "C", "C", "C", "C", "C", "C", "C", "C", "C", "C", "C", "C", "C", "C", "C", "C", "C", "C", "C", "C", "H", "H", "H", "H", "H", "H", "H", "H", "H", "H", "H", "H", "H", "H", "H", "H", "H", "H", "H", "H", "H", "H", "H", "H", "H", "H", "H", "H", "H", "H", "H", "H", "H", "H", "H", "H", "H", "H", "S", "C", "C", "C", "C", "N", "C", "C", "C", "S", "C", "N", "H", "H", "C", "Ge", "C", "C", "C", "C", "C", "C", "C", "C", "C", "C", "C", "C", "C", "C", "C", "C", "H", "H", "H", "H", "H", "H", "H", "H", "H", "H", "H", "H", "H", "H", "H"],
  "xyz": [[0.5335, 0.0888, 0.3720], [-3.8301, -2.2675, -0.3788], [-2.6514, -1.4766, 0.8510], [-2.9047, -2.2681, 2.5239], [-3.1908, 0.2985, 1.0093], [-1.0403, -1.6101, 0.2320], [0.2551, -2.4831, 0.6339], [1.3262, -1.5169, 1.5375], [1.2865, -1.0776, 3.1873], [0.2276, 0.1138, 3.4938], [-0.7319, 2.8862, 3.1013], [0.4854, 3.6765, 4.2453], [-1.1747, 3.9612, 1.6600], [-2.1659, 2.1659, 4.0113], [0.9318, -2.3784, 4.3804], [1.8777, -3.3717, 4.6277], [1.5990, -4.3958, 5.5177], [0.3696, -4.4337, 6.1646], [-0.5644, -3.4327, 5.9423], [-0.2836, -2.4013, 5.0556], [2.9536, -0.5011, 3.6411], [3.8784, -0.1723, 2.6575], [5.0810, 0.4369, 2.9973], [5.3669, 0.7131, 4.3252], [4.4514, 0.3780, 5.3173], [3.2488, -0.2191, 4.9758], [1.0977, -2.7180, -0.9811], [0.6761, -3.6851, -1.8951], [1.2258, -3.7440, -3.1647], [2.1921, -2.8218, -3.5564], [2.6212, -1.8591, -2.6595], [2.0881, -1.8185, -1.3720], [-0.0558, -4.1798, 1.1755], [-1.2229, -4.8313, 0.7831], [-1.4438, -6.1514, 1.1468], [-0.5004, -6.8244, 1.9120], [0.6684, -6.1835, 2.2984], [0.8950, -4.8678, 1.9221], [-4.8357, -1.8543, -0.2501], [-3.9080, -3.3511, -0.2559], [-3.5154, -2.0651, -1.4060], [-3.9699, -2.4754, 2.6670], [-2.5857, -1.5758, 3.3078], [-2.3596, -3.2035, 2.6631], [-4.0549, 0.3541, 1.6784], [-3.4895, 0.7315, 0.0502], [-2.3834, 0.9041, 1.4208], [1.3534, 4.0374, 3.6911], [0.8321, 2.9488, 4.9824], [0.0331, 4.5192, 4.7752], [-0.2701, 4.3096, 1.1556], [-1.7422, 4.8408, 1.9754], [-1.7788, 3.4058, 0.9423], [-1.8007, 1.4117, 4.7100], [-2.8815, 1.6969, 3.3393], [-2.6812, 2.9507, 4.5729], [2.8429, -3.3289, 4.1347], [2.3398, -5.1610, 5.7118], [0.1449, -5.2408, 6.8505], [-1.5132, -3.4506, 6.4631], [-0.9895, -1.5988, 4.8880], [3.6435, -0.4104, 1.6266], [5.7963, 0.6922, 2.2249], [6.3011, 1.1921, 4.5899], [4.6759, 0.5875, 6.3557], [2.5295, -0.4662, 5.7490], [-0.0855, -4.4019, -1.6124], [0.8934, -4.5056, -3.8590], [2.6137, -2.8647, -4.5527], [3.3881, -1.1499, -2.9481], [2.4895, -1.1162, -0.6453], [-1.9656, -4.2988, 0.2000], [-2.3506, -6.6541, 0.8357], [-0.6771, -7.8512, 2.2059], [1.4058, -6.7094, 2.8913], [1.8151, -4.3705, 2.1960], [0.5761, 1.2589, 2.3251], [1.5425, 1.6597, -0.3591], [2.8334, 2.1549, -0.1907], [3.1699, 3.4059, -0.7019], [4.5225, 3.8849, -0.5375], [5.6008, 4.2511, -0.3860], [2.2087, 4.2021, -1.3462], [0.9050, 3.7344, -1.4766], [0.6188, 2.4736, -0.9916], [-0.9723, 1.6767, -0.9516], [2.5510, 5.4988, -1.8727], [2.8016, 6.5318, -2.3090], [3.5930, 1.5766, 0.3203], [0.1458, 4.3452, -1.9488], [-1.1406, -0.9931, -3.1780], [-1.2885, 0.9283, -3.1289], [-3.1265, 1.5217, -3.2965], [-3.4768, 2.8497, -3.0375], [-4.8066, 3.2300, -2.9626], [-5.8102, 2.2832, -3.1349], [-5.4795, 0.9645, -3.4011], [-4.1431, 0.5869, -3.4804], [0.1214, 1.7333, -4.1901], [1.3918, 1.4132, -3.7811], [2.5339, 1.8910, -4.4589], [2.3849, 2.6721, -5.5645], [1.0954, 3.0003, -6.0515], [0.9392, 3.7915, -7.2186], [-0.2989, 4.0951, -7.6981], [-1.4485, 3.6262, -7.0235], [-1.3296, 2.8734, -5.8921], [-0.0540, 2.5320, -5.3659], [-1.8891, -1.4131, -3.8520], [-1.2659, -1.4157, -2.1802], [-0.1495, -1.2500, -3.5515], [-2.7039, 3.5976, -2.8936], [-5.0628, 4.2616, -2.7576], [-6.8494, 2.5754, -3.0549], [-6.2580, 0.2246, -3.5371], [-3.9010, -0.4487, -3.6869], [1.5385, 0.7738, -2.9176], [3.5213, 1.6414, -4.0901], [3.2520, 3.0474, -6.0956], [1.8286, 4.1526, -7.7215], [-0.4062, 4.6950, -8.5924], [-2.4312, 3.8686, -7.4078], [-2.2206, 2.5288, -5.3872]],
  "forces_ev_per_a": [[-2.58, 0.48, -0.60], [-0.12, -0.09, -0.03], [0.14, -0.18, -0.21], [0.04, -0.02, 0.17], [-0.02, 0.17, -0.10], [0.38, 0.10, 0.32], [0.49, -0.33, 0.04], [0.09, -0.12, -0.15], [0.44, -0.25, 0.09], [-0.17, 0.23, 0.26], [-0.07, -0.22, -0.32], [0.15, 0.08, 0.14], [-0.03, 0.15, -0.08], [-0.16, -0.06, 0.10], [-0.02, -0.11, -0.03], [0.04, 0.05, 0.07], [-0.03, 0.02, 0.00], [0.01, -0.01, -0.01], [-0.01, 0.02, -0.01], [0.02, -0.02, -0.04], [-0.02, 0.11, 0.03], [0.06, -0.05, 0.03], [-0.02, -0.03, -0.02], [-0.02, 0.01, 0.02], [0.01, -0.02, -0.03], [-0.01, 0.01, -0.04], [-0.06, -0.02, -0.08], [-0.01, 0.03, 0.04], [0.01, 0.00, -0.03], [-0.02, -0.03, -0.01], [-0.04, 0.02, 0.07], [0.07, -0.04, -0.06], [-0.04, -0.05, 0.02], [-0.02, 0.03, 0.08], [0.02, 0.01, 0.00], [-0.01, 0.00, 0.00], [-0.01, 0.01, -0.01], [0.00, -0.03, -0.07], [0.02, -0.03, 0.00], [0.00, 0.02, -0.04], [-0.01, 0.01, 0.01], [0.02, 0.02, 0.03], [0.00, -0.02, -0.02], [-0.02, 0.02, -0.01], [0.02, 0.00, -0.01], [0.01, 0.01, 0.02], [-0.04, 0.03, 0.03], [0.00, 0.02, 0.03], [0.00, 0.02, 0.00], [0.00, -0.02, 0.00], [-0.03, 0.00, -0.02], [0.03, -0.03, 0.04], [-0.05, 0.06, -0.01], [-0.01, 0.01, -0.01], [-0.04, 0.00, 0.03], [0.02, -0.01, 0.00], [-0.01, -0.01, -0.01], [-0.01, 0.00, -0.01], [0.01, 0.02, 0.01], [0.00, 0.00, 0.00], [-0.02, -0.04, -0.01], [-0.01, -0.02, 0.01], [-0.01, 0.01, 0.00], [0.00, -0.02, 0.00], [0.00, 0.00, -0.01], [-0.01, 0.02, -0.01], [-0.01, 0.01, 0.01], [0.01, 0.00, 0.00], [0.00, 0.00, 0.01], [0.00, -0.01, 0.01], [-0.01, -0.03, 0.00], [0.02, -0.01, -0.01], [-0.01, 0.01, 0.01], [0.01, 0.00, -0.01], [0.00, 0.00, 0.00], [0.01, 0.00, 0.00], [0.47, -0.05, 0.08], [0.72, 0.12, 0.97], [0.14, -0.08, -0.24], [0.20, 0.01, -0.04], [-0.21, -0.01, -0.01], [0.01, -0.03, -0.02], [0.07, 0.19, -0.07], [-0.03, -0.08, -0.07], [-0.03, 0.40, -0.18], [0.48, -0.16, -0.17], [-0.03, -0.18, 0.06], [-0.01, 0.01, 0.01], [-0.05, 0.04, 0.07], [0.02, 0.00, -0.02], [0.04, -0.15, 0.07], [-0.04, 0.07, 0.04], [-0.22, 0.02, 0.12], [-0.03, -0.04, -0.05], [0.01, 0.00, -0.01], [0.00, 0.00, 0.00], [0.03, -0.01, -0.01], [0.00, 0.05, -0.03], [0.01, 0.10, -0.26], [0.05, -0.05, -0.08], [-0.02, -0.03, 0.08], [-0.03, 0.03, -0.04], [0.04, 0.04, -0.01], [0.05, -0.02, 0.05], [-0.09, 0.00, 0.00], [0.05, 0.04, -0.05], [0.08, -0.04, 0.04], [-0.05, 0.05, 0.11], [0.04, 0.01, -0.02], [-0.01, -0.01, -0.02], [0.00, -0.05, 0.03], [0.00, -0.01, 0.04], [0.00, 0.00, -0.01], [0.00, 0.01, -0.02], [0.01, 0.00, 0.00], [-0.01, -0.01, 0.05], [0.01, 0.00, 0.01], [-0.01, -0.02, -0.01], [-0.01, 0.01, 0.01], [0.00, -0.02, 0.00], [0.00, 0.00, 0.01], [0.00, 0.00, 0.00], [-0.01, -0.02, -0.02]]
}